DFT (ωB97M-V/def2-TZVPD) results for a single C6H9N molecule in a non-equilibrium geometry.

Cartesian coordinates (Å):
C  -0.195  0.066  -2.954
C  -0.530  0.864  -1.711
C  0.080  0.836  -0.559
C  0.278  1.107  0.704
N  -0.271  0.315  1.734
C  0.697  -0.269  2.636
C  -0.034  -1.113  1.657
H  0.297  0.687  -3.708
H  -1.056  -0.410  -3.444
H  0.500  -0.741  -2.691
H  -1.238  1.685  -1.580
H  0.839  1.982  1.021
H  0.414  -0.250  3.683
H  1.746  -0.062  2.421
H  0.529  -1.479  0.796
H  -0.853  -1.751  1.974

Cartesian forces, eV/Å:
C 0.09 0.09 0.03
C 0.39 0.10 0.23
C 0.03 0.02 0.09
C 0.16 0.00 -0.08
N -0.01 0.17 0.00
C 0.21 -0.05 0.33
C -0.07 -0.26 -0.01
H -0.09 0.01 0.07
H 0.02 0.30 0.32
H -0.12 0.24 0.01
H -0.69 -0.46 -1.20
H 0.19 -0.22 0.03
H 0.09 -0.11 -0.07
H -0.15 -0.09 0.09
H -0.15 0.15 0.16
H 0.11 0.12 0.01

Results
- Largest force on an atom: 1.5 eV/A
- Orbital gap: 0.3420 Ha
- ΔE to the lowest compared entry with this formula, charge and spin: 346.0 kJ/mol
- SMILES: CC=C=CN1CC1